83
Properties=species:S:1:pos:R:3:mulliken_charge:R:1 method="wB97M-V/def2-TZVPD" total_energy_ev=-234376.77933 e_above_lowest_kj_mol=0.0 charge=+2 homo_energy_ev=-13.801 spin_multiplicity=1
C 3.7224 -1.1544 -1.0003 0.1794
C 2.2944 -0.7545 -1.2914 0.4986
N 1.9908 0.1936 -2.0810 -0.5570
C 1.2073 -1.5685 -0.6347 -0.3370
C -0.1734 -1.0625 -0.8548 0.4817
C -0.7923 0.1188 -0.6819 -0.1136
Br -0.0682 1.6833 -0.0301 -0.1080
C -2.2114 -0.0721 -1.1098 0.6234
O -3.0624 0.6848 -1.4824 -0.4673
O -2.4487 -1.4338 -1.0089 -0.2517
C -1.2224 -2.0012 -1.3483 -0.1670
O -1.0975 -3.0160 -1.9596 -0.4886
H 4.2511 -1.2830 -1.9426 0.5480
H 4.2317 -0.4415 -0.3530 -0.1588
H 3.7542 -2.1156 -0.4910 -0.5828
H 2.8312 0.6310 -2.4542 0.1470
H 1.2659 -2.5831 -1.0346 0.5503
H 1.4013 -1.6221 0.4398 0.2328
O 3.1426 -2.0240 2.1221 -0.6577
V 4.6924 -1.8836 2.5979 1.9877
O 6.1044 -1.6103 3.3297 -0.6259
C 5.4972 2.8693 -0.5148 0.3111
Cl 4.9531 2.4146 -2.1295 -0.0911
Cl 4.1173 3.4339 0.4286 -0.0541
Cl 6.2161 1.4443 0.2816 -0.1196
Cl 6.7075 4.1260 -0.6312 -0.0635
C -3.3289 3.9141 0.9261 0.6022
O -2.2566 4.4827 0.9282 -0.6096
N -3.6735 2.9788 0.0280 -0.0246
N -4.2981 4.2228 1.8977 -0.2861
H -4.5573 2.5065 0.0230 0.0815
H -2.9960 2.7411 -0.6770 0.0782
H -4.0220 4.9504 2.5235 0.1084
H -5.2093 3.8028 1.9669 0.1849
C -5.6825 0.8856 -4.1265 -0.8565
C -5.9551 2.2594 -3.4891 0.9648
C -6.7789 2.2701 -2.1972 0.2294
F -8.0138 1.7842 -2.3902 -0.2451
F -6.8925 3.5465 -1.7567 -0.2653
F -6.5006 3.0859 -4.3961 -0.2616
F -4.7404 2.7866 -3.1525 -0.2712
O -6.5111 0.4882 -5.2093 -0.3488
C -7.6815 -0.1228 -5.0298 1.0318
C -8.8255 0.7220 -5.6681 0.1580
F -8.8221 1.9185 -5.0550 -0.2087
F -10.0254 0.1659 -5.4987 -0.2310
F -7.8717 -0.5044 -3.7868 -0.2449
F -7.6124 -1.4486 -5.7849 -0.1213
H -4.6959 0.9648 -4.5779 0.4789
H -5.5964 0.1001 -3.3754 0.3971
H -6.2743 1.6788 -1.4253 0.0740
H -8.6266 0.8467 -6.7355 0.2510
C 2.9062 3.2525 6.7008 -0.3451
C 2.8345 2.2284 5.8556 -0.4231
C 3.4756 2.2890 4.5203 0.4178
O 3.3993 1.3446 3.7526 -0.4839
C 4.2032 3.5250 4.1566 -0.2829
C 4.2776 4.5530 4.9980 -0.3859
C 3.6341 4.5009 6.3391 0.2833
O 3.6960 5.4311 7.1059 -0.5066
H 2.4478 3.2335 7.6814 0.4392
H 2.3119 1.3111 6.0967 0.4172
H 4.6650 3.5413 3.1786 0.4222
H 4.8031 5.4677 4.7548 0.4474
F -9.0474 -2.0910 -5.0004 -0.2821
C 6.3215 -4.3606 -1.2997 -0.8153
N 5.3919 -3.9419 -0.2172 0.9171
O 4.2927 -4.4165 -0.1633 -0.5730
O 5.8297 -3.1047 0.5784 -0.3988
H 5.8049 -5.0891 -1.9118 0.3333
H 6.5812 -3.4699 -1.8650 0.3193
H 7.2002 -4.7853 -0.8222 0.3335
F -6.2660 -1.6369 -6.8750 -0.2485
Al -3.7391 5.1297 4.6443 0.8665
C 3.9583 -7.2338 3.0378 -1.1077
C 3.8102 -5.8050 3.5129 -0.2666
O 4.3611 -4.8871 2.5404 -0.2558
H 5.0075 -7.4729 2.8675 0.2882
H 3.5560 -7.9238 3.7778 0.3618
H 3.4270 -7.3885 2.0964 0.3598
H 4.3555 -5.6419 4.4393 0.3081
H 2.7596 -5.5598 3.6827 0.2729
H 3.8847 -4.9993 1.7093 0.2061


20
Properties=species:S:1:pos:R:3:mulliken_charge:R:1 method="wB97M-V/def2-TZVPD" total_energy_ev=-12964.46876 e_above_lowest_kj_mol=18.4 charge=+2 homo_energy_ev="-18.543 / -18.524" spin_multiplicity=2
O 1.9291 1.8124 0.1752 -0.2927
C 1.8112 0.5380 -0.2026 0.5786
C 0.6977 0.5499 -1.2973 -0.4877
N -0.6471 0.3964 -0.5854 -0.1539
C -1.8814 0.6019 -1.4709 -0.8814
O 2.4644 -0.4389 -0.0270 0.0024
H 2.5216 1.9510 0.9483 0.4200
H 0.7783 -0.2697 -2.0920 0.4547
H 0.7848 1.5495 -1.7990 0.4032
H -0.6421 -0.5581 -0.1937 0.2749
H -0.6977 1.1492 0.2152 0.4884
H -2.6683 0.4374 -0.8094 0.4063
H -1.8628 -0.0682 -2.2678 0.3902
H -1.9502 1.6629 -1.8034 0.3923
H 1.0303 -0.6702 3.4233 0.2957
H -0.3239 -0.1161 3.8550 0.3478
O 0.2515 -0.4396 3.0592 -0.6091
H -1.0055 -2.5462 0.8627 0.3222
H -0.0484 -3.2028 -0.0500 0.3263
O -0.5417 -2.3385 0.0596 -0.6784


45
Properties=species:S:1:pos:R:3:mulliken_charge:R:1 method="wB97M-V/def2-TZVPD" total_energy_ev=-57920.67669 charge=-2 homo_energy_ev=0.774 spin_multiplicity=1
C -2.1889 0.1545 -3.0122 -1.3200
C -1.7775 -0.7865 -1.8788 0.1463
C -0.4191 -1.4322 -2.2017 -0.0956
N 0.4791 -1.4176 -1.0422 0.0955
S 0.2873 -3.0932 -0.1638 -0.5179
C 1.7708 -1.1975 -1.3427 -0.4362
N 2.3287 -1.4157 -2.6170 -0.3687
P 2.5877 0.0941 -3.4298 0.9160
O 3.8709 0.7364 -3.1390 -0.7362
O 1.3842 1.0662 -3.1035 -0.4585
O 2.4813 -0.1512 -5.0281 -0.5740
N 2.6607 -0.8205 -0.3242 -0.0706
C 2.2921 -0.5166 1.0290 -1.2128
C 1.4462 0.7637 1.2059 -0.3469
C 0.5482 0.6635 2.4413 0.5148
C 0.1625 2.0760 2.8989 -1.7949
C -0.7580 -0.0933 2.0857 -0.5222
H -3.2499 0.3596 -3.0030 0.4087
H -1.9485 -0.3230 -3.9564 0.3107
H -1.6018 1.0576 -2.9878 0.2873
H -1.6872 -0.2089 -0.9728 -0.1311
H -2.5442 -1.5449 -1.8191 0.3821
H -0.6240 -2.4506 -2.4942 0.2645
H -0.0205 -0.9248 -3.0645 -0.1675
H -0.9106 -2.9361 0.4321 0.0750
H 3.3004 -1.7221 -2.5178 0.4964
H 1.7346 1.8404 -2.6377 0.3348
H 1.5954 -0.5146 -5.2058 0.3416
H 3.6305 -0.7346 -0.5599 0.2779
H 1.8118 -1.3447 1.5339 0.3437
H 3.2165 -0.3518 1.5650 0.4029
H 0.8735 0.9715 0.3159 0.2230
H 2.1431 1.5641 1.4230 0.3077
H 1.0502 0.1251 3.2329 0.4568
H -0.1901 2.0361 3.9184 0.3820
H -0.6631 2.4265 2.2992 0.3504
H 1.0241 2.7301 2.8143 0.5044
H -0.8604 -0.1316 1.0134 -0.2904
H -0.7032 -1.0983 2.4758 0.2432
H -1.6138 0.3854 2.5323 0.3239
O -5.0112 2.5067 4.8675 -0.6189
P -4.1839 1.2334 4.6592 0.7965
O -2.7218 1.6375 4.4295 -0.3605
O -4.6536 0.4400 3.4340 -0.5530
O -4.3483 0.3419 5.8949 -0.6100


145
Properties=species:S:1:pos:R:3:mulliken_charge:R:1 method="wB97M-V/def2-TZVPD" total_energy_ev=-101763.92214 charge=+1 homo_energy_ev=-10.869 spin_multiplicity=1
C -2.5236 -6.6166 -1.1667 -0.7562
C -3.0431 -5.1064 -1.4460 -0.5015
C -2.6258 -4.1735 -0.2132 -0.2954
C -2.3585 -2.6472 -0.7192 -1.1895
C -1.7576 -1.7588 0.4381 0.0954
C -0.3917 -0.9534 0.2338 -0.0268
C -0.7289 -0.2453 -1.1799 -1.7234
C -2.1180 0.4932 -1.3698 -0.7215
C -1.9170 1.8864 -2.1588 0.5110
F -1.2907 1.5385 -3.3946 -0.2526
F -1.0476 2.7750 -1.4909 -0.2257
F -3.1556 2.4759 -2.5073 -0.2786
N -0.1530 0.3256 1.0804 1.3342
C -0.9097 0.5912 2.3019 0.7528
F -1.3944 -0.4526 3.0726 0.0051
F -2.0891 1.3256 1.9012 -0.3351
F -0.3251 1.4670 3.2431 -0.2306
C 1.3664 0.5072 0.9907 -0.9015
P 2.1481 2.1873 1.5101 0.0884
C 3.4893 2.7119 0.2325 -0.9478
C 0.8314 3.5738 1.2669 -0.8321
C 2.1818 -0.9030 1.2075 0.3459
C 3.6247 -0.6192 0.4978 -1.4604
C 4.7121 -1.7843 0.5600 -1.3267
C 5.6811 -2.0037 -0.6682 0.5452
C 5.7457 -3.5850 -1.0805 -1.2632
C 5.4409 -1.1979 -2.0107 -1.1799
N 2.5977 -1.1960 2.5497 0.1668
C 1.9953 -0.4941 3.7055 0.7944
C 2.7159 -1.1915 5.0099 -1.1785
C 1.0407 -1.7814 0.3670 3.2067
C 0.7627 -3.1365 1.2431 -0.8373
C 0.8995 -4.5474 0.7184 -0.6570
C 0.5982 -5.8316 1.5571 -0.8742
C 0.1684 -5.3507 2.9414 -0.5899
C 0.0312 -3.9142 3.3353 -0.3000
N 0.3057 -2.8156 2.5419 0.6682
C 1.5433 -2.2189 -1.0956 -0.1348
F 0.5940 -2.9928 -1.8292 -0.2410
F 2.6835 -3.0495 -1.1256 -0.0955
F 1.9090 -1.1609 -1.9601 -0.2564
H -1.6522 -6.5418 -0.4375 0.0948
H -2.2508 -7.0769 -2.1690 0.3003
H -3.3660 -7.2031 -0.6472 0.2973
H -2.6982 -4.6951 -2.4576 0.3522
H -4.1904 -5.1937 -1.5307 0.2800
H -3.5650 -4.0834 0.4535 0.3423
H -1.7894 -4.5771 0.4407 -0.0011
H -1.8461 -2.6918 -1.7219 0.3823
H -3.4244 -2.2539 -0.9359 0.3564
H -1.8002 -2.4460 1.3651 0.2757
H -2.5737 -0.9911 0.7646 -0.2239
H -0.6708 -0.9642 -2.0781 0.7583
H 0.0452 0.5585 -1.4909 0.6704
H -2.7377 0.7351 -0.4560 -0.0194
H -2.8006 -0.1242 -2.0635 0.5148
H -0.3893 1.1916 0.5301 0.0047
H 1.6208 0.6263 -0.1377 -0.2211
H 3.2972 3.8024 -0.0910 0.4523
H 3.4444 2.0904 -0.7251 0.1937
H 4.4909 2.6762 0.7660 0.3363
H 0.9846 4.3046 2.1458 0.4440
H 1.0325 4.1867 0.3242 0.2409
H -0.2377 3.1940 1.3617 0.1786
H 4.0766 0.1954 1.1903 0.7053
H 3.5541 -0.0796 -0.4991 0.0764
H 5.3832 -1.6247 1.4890 0.5702
H 4.1806 -2.7796 0.8104 0.2350
H 6.7582 -1.7676 -0.3274 0.5100
H 6.8383 -3.8891 -1.2847 0.3197
H 5.2505 -4.2620 -0.3144 0.3436
H 5.2037 -3.6718 -2.0814 0.2597
H 4.4571 -1.4031 -2.5515 -0.0472
H 6.3400 -1.4057 -2.7018 0.5029
H 5.5252 -0.0704 -1.7664 0.2294
H 3.5894 -1.1508 2.7897 0.5352
H 0.8950 -0.6874 3.8934 -0.5887
H 2.2651 0.6030 3.8311 0.2100
H 3.6197 -0.5994 5.3625 0.3494
H 3.0022 -2.2557 4.6851 0.2695
H 1.9488 -1.3044 5.8473 0.2982
H 1.2275 -4.7802 -0.3476 0.3283
H 0.7053 -6.8913 1.1879 0.5082
H -0.0619 -6.1545 3.7169 0.4072
H -0.3131 -3.6827 4.4188 0.0467
C -4.7490 0.3404 3.3508 -0.3433
C -5.4582 -0.3081 2.1921 0.6227
O -4.8486 -0.8033 1.2495 -0.5335
N -6.8151 -0.3327 2.2135 -0.2357
C -7.7010 0.1956 3.2300 -0.9434
H -3.6739 0.2841 3.1987 -0.8018
H -5.0350 1.3918 3.4194 0.4800
H -4.9953 -0.1807 4.2782 0.4479
H -7.2231 -0.7826 1.4051 0.2758
H -8.3099 -0.6243 3.6149 0.3040
H -8.3517 0.9390 2.7662 0.3002
H -7.1566 0.6561 4.0514 0.3535
C -1.4157 8.0306 -0.0690 -1.3704
C -0.6462 6.7695 -0.3574 0.9757
O 0.5784 6.7325 -0.3398 -0.6345
N -1.3551 5.6438 -0.6448 0.0345
C -2.7924 5.4866 -0.7134 -0.8054
H -0.7194 8.8415 0.1422 0.3190
H -2.0172 8.3070 -0.9371 0.3740
H -2.0548 7.8858 0.8043 0.3565
H -0.7738 4.8392 -0.8275 0.0121
H -3.0905 4.7268 0.0126 0.1872
H -3.0538 5.1458 -1.7170 0.2314
H -3.3183 6.4144 -0.4999 0.4075
C -3.3096 -2.9509 7.7110 -1.3156
C -2.0380 -2.9592 6.9059 0.9440
O -1.4340 -3.9942 6.6518 -0.6452
N -1.5636 -1.7634 6.4566 0.0109
C -2.1330 -0.4472 6.6539 -0.7764
H -3.5644 -3.9703 7.9992 0.3100
H -3.1732 -2.3579 8.6174 0.3775
H -4.1274 -2.5450 7.1121 0.3246
H -0.7079 -1.8431 5.9244 -0.0179
H -2.3442 -0.0132 5.6740 0.0790
H -1.3969 0.1724 7.1698 0.2729
H -3.0495 -0.4791 7.2386 0.4314
C 5.1214 0.2682 -5.2690 -1.3033
C 6.5585 0.6444 -5.0220 0.8014
O 7.3570 -0.1302 -4.5106 -0.6456
N 6.9585 1.8922 -5.3884 -0.1711
C 6.1674 2.9383 -6.0013 -0.8088
H 4.9486 -0.7521 -4.9279 0.2334
H 4.4601 0.9366 -4.7135 0.3404
H 4.9010 0.3188 -6.3370 0.4830
H 7.9332 2.0763 -5.1940 0.2442
H 6.6231 3.1978 -6.9587 0.2824
H 6.1856 3.8117 -5.3465 0.2758
H 5.1365 2.6322 -6.1646 0.3164
C -1.8527 5.4165 -7.5725 -1.1511
C -2.6832 4.2279 -7.9788 0.7268
O -3.2601 4.1740 -9.0550 -0.6432
N -2.7792 3.1908 -7.1001 -0.0839
C -2.1741 3.0724 -5.7911 -0.7970
H -1.8684 6.1603 -8.3685 0.2912
H -2.2650 5.8678 -6.6678 0.3253
H -0.8184 5.1091 -7.4052 0.3182
H -3.3509 2.4287 -7.4376 0.2184
H -1.5338 2.1885 -5.7882 0.2321
H -2.9707 2.9421 -5.0562 0.2400
H -1.5823 3.9473 -5.5302 0.2863


48
Properties=species:S:1:pos:R:3:mulliken_charge:R:1 method="wB97M-V/def2-TZVPD" total_energy_ev=-53980.35602 charge=+1 homo_energy_ev=-9.941 spin_multiplicity=1
C -1.7409 3.0267 -1.5342 -1.4946
C -1.3447 2.3679 -0.2151 0.8764
C 0.1056 2.7173 0.0989 -1.5987
N -2.2261 2.8208 0.8921 -0.4379
C -2.8949 1.8232 1.3557 -0.2015
S -3.9288 1.9664 2.7422 -0.0809
C -2.7560 3.1362 3.6506 -0.2666
C -3.3076 3.5504 4.9611 0.0786
N -3.7593 3.8372 5.9955 -0.3903
C -2.5872 0.4519 0.6976 1.2601
C -2.0154 -0.5108 1.7539 -1.7522
C -3.8032 -0.1533 0.0099 -1.5924
N -1.5769 0.9031 -0.2645 0.5628
C -0.8329 0.0669 -1.0624 -0.1273
C -1.2778 -1.0661 -1.6535 0.0282
C -0.4154 -1.9696 -2.4485 -1.0526
H -1.5866 4.1104 -1.4726 0.4003
H -1.1455 2.6317 -2.3690 0.2866
H -2.8046 2.8589 -1.7422 0.3554
H 0.1723 3.7958 0.3008 0.4085
H 0.4543 2.1854 0.9916 0.3298
H 0.7673 2.4720 -0.7397 0.3670
H -1.8145 2.5832 3.8048 0.2509
H -2.5895 3.9989 2.9912 0.3404
H -2.7355 -0.5767 2.5834 0.4516
H -1.8694 -1.5089 1.3265 0.3988
H -1.0518 -0.1459 2.1423 0.3357
H -4.5828 -0.3483 0.7593 0.4608
H -4.2039 0.5531 -0.7353 0.3432
H -3.5355 -1.1116 -0.4453 0.3971
H 0.1963 0.4204 -1.2778 0.1880
H -2.3380 -1.3137 -1.6898 0.1876
H -1.0381 -2.4728 -3.1971 0.3827
H 0.3888 -1.4133 -2.9458 0.2870
H 0.0602 -2.7424 -1.8331 0.0464
C 5.9614 -2.6528 -1.1995 -0.5114
C 4.9214 -3.1952 -2.1771 -0.6872
S 3.2760 -2.4141 -2.0364 0.1303
C 2.9668 -2.5605 -0.3912 -0.0675
S 4.0469 -2.0646 0.7973 0.0810
C 5.6043 -2.8613 0.2701 -0.5895
H 6.9123 -3.1601 -1.3963 0.3311
H 6.1085 -1.5841 -1.3878 0.3240
H 5.2081 -2.9748 -3.2164 0.3773
H 4.7662 -4.2760 -2.0632 0.3896
H 1.9734 -2.8848 -0.0836 0.4353
H 5.5177 -3.9251 0.5296 0.3904
H 6.3549 -2.3907 0.9230 0.3680


49
Properties=species:S:1:pos:R:3:mulliken_charge:R:1 method="wB97M-V/def2-TZVPD" smiles="CC1=NC(=O)N[C@@H](c2ccc(OCCn3ccc4cccnc43)cc2)[C@H]1C(=O)O" total_energy_ev=-36251.89260 e_above_lowest_kj_mol=249.0 homo_energy_ev=-8.446 spin_multiplicity=1
C -5.3105 -3.8872 1.5127 -1.2106
C -3.8309 -3.7487 1.8915 0.4546
N -3.2718 -4.8001 2.4154 -0.5648
C -1.9426 -4.7513 2.6956 0.1348
O -1.3371 -5.7673 3.0159 -0.6508
N -1.2055 -3.5859 2.5866 -0.2673
C -1.8441 -2.3141 2.4746 -0.3056
C -0.8793 -1.2581 1.9911 0.0272
C 0.2722 -1.6542 1.3115 -0.1164
C 1.2297 -0.7123 0.9596 -0.8425
C 1.1328 0.6248 1.3061 0.5264
O 2.1665 1.4411 0.9678 -0.5258
C 1.9102 2.8001 0.6092 -0.6632
C 0.9660 3.0213 -0.6115 -0.8939
N 1.6058 2.6440 -1.8803 0.2417
C 1.2501 1.6009 -2.7397 -0.1743
C 2.0822 1.5882 -3.8341 -1.0801
C 3.0188 2.6874 -3.5739 0.8365
C 4.0595 3.1636 -4.3809 -0.5558
C 4.7913 4.2680 -3.8912 -0.3789
C 4.3961 4.8723 -2.6608 -0.4894
N 3.3355 4.4218 -1.9344 -0.5295
C 2.6963 3.3363 -2.3844 0.1770
C -0.0781 1.0410 1.9313 -0.3521
C -1.0267 0.0906 2.3365 -0.7930
C -3.1217 -2.4359 1.6162 0.4485
C -2.8236 -2.3641 0.1221 0.1526
O -3.3951 -1.4557 -0.4756 -0.5927
O -2.1466 -3.3798 -0.4866 -0.4111
H -5.6379 -4.9080 1.8282 0.3697
H -5.4342 -3.7878 0.4338 0.3003
H -5.9120 -3.1561 2.0263 0.3354
H -0.2800 -3.6633 2.9559 0.3475
H -2.1880 -1.9987 3.4567 0.4947
H 0.4181 -2.6855 1.0011 0.5124
H 2.1014 -1.0776 0.4341 0.4327
H 2.8223 3.3895 0.4349 0.5525
H 1.4357 3.3532 1.4448 0.2663
H 0.0868 2.4118 -0.4722 0.5835
H 0.6116 4.0861 -0.5956 0.3331
H 0.4273 0.9155 -2.5140 0.4573
H 2.0462 0.8744 -4.6643 0.3892
H 4.3214 2.7151 -5.3289 0.4154
H 5.6254 4.6431 -4.4609 0.3783
H 4.9285 5.7358 -2.3291 0.3993
H -0.2204 2.0542 2.2111 0.4122
H -1.9095 0.4085 2.8370 0.4815
H -3.8214 -1.6239 1.8398 0.5357
H -2.1208 -3.1731 -1.4288 0.4016